Record 1
C22H16IN4O5RhS as an isolated structure, computed with ωB97M-V/def2-TZVPD.

- ΔE to the lowest compared entry with this formula, charge and spin (eV) = 0.3119
- lowest unoccupied orbital energy (spin up / spin down) (eV) = -5.4 / -8.3
- largest force on an atom (Eh/bohr) = 0.0085
- net charge = +2
- orbital gap (spin up / spin down) (Ha) = 0.3131 / 0.2069
- multiplicity = 5
- ⟨S²⟩ = 6.045

Geometry as XYZ:
```
50
Properties=species:S:1:pos:R:3:mulliken_charge:R:1
Rh -1.13870 0.36698 -1.60733 0.81
N 2.62395 1.89303 -1.30724 0.02
C 3.12008 0.60430 -1.47336 0.49
C 4.42384 0.11802 -1.46090 -1.23
C 4.57288 -1.23046 -1.70142 -0.50
C 3.46796 -2.06025 -1.96034 -0.86
C 2.17976 -1.57137 -1.97520 -0.39
C 2.01349 -0.21111 -1.71229 0.48
N 0.87847 0.59591 -1.67573 -0.06
C 1.29116 1.82513 -1.43935 0.11
C 0.30520 2.88996 -1.38093 -0.31
C 0.42133 4.23513 -1.25714 -0.02
S -1.12307 4.95813 -1.34466 -0.07
C -1.83700 3.43776 -1.54077 -0.26
N -0.99316 2.44023 -1.54322 0.17
H 3.16559 2.72241 -1.13048 0.24
H 5.27359 0.76096 -1.27903 0.43
H 5.56484 -1.66038 -1.70560 0.41
H 3.63934 -3.10810 -2.16402 0.45
H 1.34459 -2.21615 -2.20413 0.42
H 1.30973 4.83089 -1.12870 0.41
H -2.90423 3.31914 -1.65473 0.39
O 1.11852 0.98427 3.62090 -0.57
C -0.09666 0.89638 3.98780 0.51
C -0.43688 0.98580 5.37849 -0.55
C -1.74737 0.87643 5.75071 -0.50
C -2.73957 0.67802 4.77606 -0.60
C -2.41950 0.59012 3.40321 -0.24
C -1.12576 0.69885 2.98862 0.04
C -0.70100 0.62379 1.54776 0.96
O 0.54731 0.75832 1.33402 -0.49
O -1.56315 0.44740 0.67261 -0.44
H 1.05514 0.85342 2.48159 0.35
H 0.36981 1.13298 6.08326 0.52
H -2.03204 0.93856 6.79167 0.44
H -3.77303 0.59192 5.08313 0.45
H -3.20214 0.43540 2.67251 0.49
O -3.30751 0.25166 -1.54520 0.18
O -4.19588 0.80181 -0.96901 -0.11
I -1.98109 -1.17468 -4.41904 0.14
C -1.51485 -2.33809 -2.76779 0.12
C -1.58239 -3.71988 -2.83926 -0.51
C -1.24763 -4.45385 -1.71295 -0.29
C -0.84901 -3.78937 -0.56160 -0.88
C -0.80523 -2.41242 -0.57115 -0.16
N -1.14124 -1.69552 -1.65725 0.29
H -1.88763 -4.20109 -3.75656 0.46
H -1.29426 -5.53424 -1.74028 0.44
H -0.57140 -4.32832 0.33247 0.48
H -0.47520 -1.83785 0.28185 0.31
```


Record 2
C22H17BrClF3N3O2STi as an isolated structure, computed with ωB97M-V/def2-TZVPD.

- ΔE to the lowest compared entry with this formula, charge and spin (eV) = 0.0000
- lowest unoccupied orbital energy (spin up / spin down) (eV) = -0.9 / -1.0
- largest force on an atom (Eh/bohr) = 0.0052
- net charge = 0
- orbital gap (spin up / spin down) (Ha) = 0.2579 / 0.2692
- multiplicity = 2
- ⟨S²⟩ = 0.755

Geometry as XYZ:
```
51
Properties=species:S:1:pos:R:3:mulliken_charge:R:1
Ti -1.21588 0.48005 -0.93081 0.39
O 3.03139 2.29537 2.12109 -0.66
C 3.01345 3.04049 0.97705 0.40
C 4.02656 3.97095 0.79082 -0.63
C 4.04442 4.75604 -0.34953 -0.35
C 3.05794 4.61780 -1.31734 -0.74
C 2.04267 3.69414 -1.12381 -0.43
C 2.00550 2.90541 0.01910 0.23
C 0.86093 1.95149 0.25328 0.58
O -0.04287 1.89303 -0.80055 -0.71
N 1.43683 0.60353 0.50347 -0.49
N 0.36998 -0.33371 0.38219 0.17
C 0.46565 -1.37723 1.09491 -0.40
C -0.53874 -2.43634 1.06571 0.20
Br -1.75549 -2.38209 -0.39012 -0.16
C -0.61302 -3.43259 1.94520 -0.73
C 0.21486 -3.53923 3.16256 0.42
C 0.77821 -4.76744 3.50506 -0.43
C 1.56527 -4.88233 4.63829 -0.48
C 1.78001 -3.77676 5.45200 -0.45
C 1.19741 -2.55894 5.13458 -0.60
C 0.41364 -2.44003 3.99638 -0.43
H 2.48525 1.50584 1.97098 0.43
H 4.79135 4.05802 1.55133 0.43
H 4.83974 5.47801 -0.48452 0.37
H 3.07557 5.22789 -2.20999 0.41
H 1.25271 3.57493 -1.85282 0.41
H 0.33419 2.22505 1.17603 0.28
H 2.07209 0.40778 -0.27028 0.25
H 1.31939 -1.51393 1.75411 0.60
H -1.33734 -4.21954 1.76727 0.44
H 0.60694 -5.62889 2.87086 0.43
H 2.00987 -5.83585 4.89055 0.38
H 2.39041 -3.87009 6.34043 0.38
H 1.34259 -1.70179 5.77851 0.40
H -0.07747 -1.50181 3.76663 0.61
F -1.77105 0.19480 -6.42290 -0.23
C -2.67228 -0.61820 -5.84837 0.64
F -3.66298 -0.79561 -6.74434 -0.30
F -2.08897 -1.81070 -5.67495 -0.22
C -3.20099 -0.04556 -4.56021 -0.15
C -4.49255 0.43555 -4.49600 -0.10
C -4.99313 0.97879 -3.31593 -0.90
C -4.15591 1.02324 -2.22591 -0.29
N -2.89563 0.58732 -2.29200 -0.03
C -2.37829 0.05639 -3.42379 0.72
S -0.72310 -0.41387 -3.24468 -0.43
H -5.11985 0.37234 -5.37481 0.49
H -6.00529 1.34743 -3.24781 0.41
H -4.46801 1.40873 -1.26334 0.40
Cl -2.61597 0.79213 0.95644 -0.52
```


Record 3
A 2-piece molecular cluster, C22H17N4O overall in a non-equilibrium geometry, computed with ωB97M-V/def2-TZVPD.

- ΔE to the lowest compared entry with this formula, charge and spin (eV) = 0.0000
- lowest unoccupied orbital energy (eV) = -4.8
- largest force on an atom (Eh/bohr) = 0.0715
- net charge = +1
- orbital gap (Ha) = 0.2071
- multiplicity = 1

Geometry as XYZ:
```
44
Properties=species:S:1:pos:R:3:mulliken_charge:R:1
C -1.63668 -3.09236 2.17632 -1.41
C -0.33730 -2.46002 2.36121 0.43
N -0.13253 -1.15410 2.23215 0.48
C 1.15324 -0.56314 2.16186 0.42
C 2.38264 -1.19234 2.13326 -0.68
C 3.53186 -0.38731 2.07731 -0.78
C 3.40882 1.01673 2.05217 -0.67
C 2.15618 1.63868 2.03722 -0.38
C 1.01638 0.83425 2.06353 0.56
C -0.40073 1.12121 2.04429 0.16
C -1.09364 -0.10883 2.12208 0.65
C -2.47004 -0.17677 2.10919 -0.45
C -3.19056 1.02836 2.05919 -0.85
C -2.51625 2.25771 2.03002 -0.70
C -1.11790 2.31372 2.01754 -0.39
H -1.42862 -4.16960 2.13520 0.37
H -2.36655 -2.95321 2.98825 0.24
H -2.10326 -2.78672 1.22820 0.48
H 0.56309 -3.05941 2.38705 0.33
H 2.41705 -2.27438 2.14610 0.38
H 4.52564 -0.84643 2.06167 0.40
H 4.31701 1.62419 2.04366 0.39
H 2.03354 2.72048 2.02382 0.44
H -2.96524 -1.13260 2.14354 0.28
H -4.28513 0.99904 2.05429 0.42
H -3.10157 3.17869 2.02429 0.39
H -0.56965 3.25256 2.01232 0.45
O -3.74942 -2.86995 4.81423 -0.74
C -2.81682 -3.39942 5.43916 0.41
C -2.74871 -4.66442 6.21790 0.41
C -1.49133 -4.70332 6.83303 0.19
C -0.98529 -5.80946 7.50027 -0.81
C -1.80009 -6.94838 7.56514 -0.36
C -3.08938 -6.91441 7.01076 -0.57
C -3.57840 -5.77452 6.34756 -0.38
N -0.77840 -3.56803 6.48654 -0.07
C -1.47278 -2.83800 5.56083 0.18
N -1.19870 -1.53127 5.42423 0.76
N -0.79274 -0.44865 5.34538 -0.80
H 0.02906 -5.75818 7.89313 0.37
H -1.41176 -7.85585 8.03036 0.39
H -3.70778 -7.81296 7.08386 0.37
H -4.57837 -5.73786 5.92206 0.47
H 0.14978 -3.31432 6.82412 0.24
```


Record 4
C22H18AsAuF7O2 as an isolated structure in a non-equilibrium geometry, computed with ωB97M-V/def2-TZVPD.

- ΔE to the lowest compared entry with this formula, charge and spin (eV) = 0.0000
- lowest unoccupied orbital energy (eV) = 2.6
- largest force on an atom (Eh/bohr) = 0.0290
- net charge = -1
- orbital gap (Ha) = 0.2770
- multiplicity = 1

Geometry as XYZ:
```
51
Properties=species:S:1:pos:R:3:mulliken_charge:R:1
Au -15.50748 6.56417 3.03562 0.45
O -16.81644 9.14029 3.31268 -0.73
As -15.51332 10.16490 3.36535 1.46
C -13.86144 9.65877 4.21178 0.60
C -12.62022 10.12442 3.78886 -0.07
C -11.47919 9.72166 4.44014 -0.68
C -11.51959 8.87922 5.52585 -0.41
C -12.76814 8.42871 5.95655 -0.64
C -13.92980 8.75209 5.27615 -0.83
C -14.99264 11.02860 1.71298 -0.02
C -14.04110 10.44733 0.84648 -0.26
C -13.65994 11.12235 -0.32826 -0.66
C -14.24360 12.34750 -0.62968 -0.44
C -15.21647 12.86461 0.17929 -0.55
C -15.60376 12.21583 1.33930 -0.41
C -16.02200 11.57262 4.57137 -0.15
C -15.16588 12.61672 4.93838 -0.05
C -15.50816 13.53462 5.89893 -0.66
C -16.73245 13.44447 6.55047 -0.36
C -17.59093 12.38787 6.24575 -0.48
C -17.24829 11.44434 5.25759 -0.59
H -12.57360 10.76894 2.92448 0.43
H -10.52450 10.04882 4.06115 0.38
H -10.62317 8.51982 6.00775 0.38
H -12.79601 7.69679 6.78193 0.32
H -14.84754 8.26459 5.55229 0.49
H -13.64013 9.47637 1.08561 0.50
H -12.99055 10.60615 -0.99987 0.40
H -13.90537 12.86040 -1.51905 0.36
H -15.71248 13.78151 -0.07585 0.38
H -16.42984 12.64816 1.90497 0.37
H -14.24190 12.73989 4.39427 0.39
H -14.81579 14.34255 6.16425 0.34
H -17.00681 14.11013 7.36103 0.36
H -18.58172 12.32197 6.70062 0.34
H -17.92518 10.63047 5.02019 0.44
F -14.28832 7.94346 2.22886 -0.76
C -18.69931 5.83956 2.37665 -1.57
C -17.77116 4.76044 3.04563 1.02
O -16.77689 5.21676 3.82986 -0.87
C -17.23901 3.85032 1.85718 0.72
F -16.24682 3.03513 2.25810 -0.27
F -18.21165 3.08311 1.26180 -0.29
F -16.73767 4.61847 0.87941 -0.23
C -18.66047 3.87596 3.97955 0.51
F -19.80217 3.44537 3.38206 -0.29
F -19.08272 4.58589 5.04832 -0.27
F -17.98433 2.82687 4.43451 -0.27
H -18.03871 6.53776 1.93123 0.39
H -19.22603 6.39634 3.15045 0.39
H -19.39133 5.45443 1.63786 0.38
```


Record 5
C22H18BrF6IrN4OS as an isolated structure, computed with ωB97M-V/def2-TZVPD.

- ΔE to the lowest compared entry with this formula, charge and spin (eV) = 0.3267
- lowest unoccupied orbital energy (spin up / spin down) (eV) = 0.5 / -2.1
- largest force on an atom (Eh/bohr) = 0.0142
- net charge = 0
- orbital gap (spin up / spin down) (Ha) = 0.2433 / 0.2117
- multiplicity = 5
- ⟨S²⟩ = 6.052

Geometry as XYZ:
```
54
Properties=species:S:1:pos:R:3:mulliken_charge:R:1
Ir 0.40762 -0.18313 -0.04314 2.53
C -2.98113 1.68619 2.14313 -2.07
C -2.13307 0.80982 1.28322 0.43
N -0.82144 1.20700 0.90397 1.03
N -0.42562 2.37102 1.32641 -1.53
C 0.85759 2.70280 1.13611 0.44
N 1.20054 3.92679 1.61653 -0.43
S 2.08142 1.72799 0.46096 -0.50
C -2.57592 -0.43090 0.83089 0.88
C -3.88727 -0.91866 1.08975 -1.30
C -4.30970 -2.07632 0.49171 -0.41
C -3.44600 -2.76395 -0.36957 -1.00
C -2.15500 -2.27762 -0.52502 -0.16
N -1.71779 -1.18429 0.07051 0.06
H -2.43012 2.57366 2.43452 0.40
H -3.29683 1.15098 3.04214 0.40
H -3.88019 1.99527 1.60358 0.41
H 0.44256 4.55396 1.83685 0.24
H 2.04961 4.33727 1.26904 0.25
H -4.54589 -0.36333 1.74204 0.45
H -5.31100 -2.44761 0.66804 0.43
H -3.76645 -3.64901 -0.90017 0.42
H -1.43961 -2.79635 -1.15531 0.43
Br 1.79788 -2.09650 -1.12720 -0.20
C 2.11769 -2.93349 0.56178 0.63
C 2.77503 -4.12507 0.55304 -0.76
C 3.05578 -4.75871 1.77983 -0.57
C 2.67666 -4.16345 2.94677 -0.92
C 1.98097 -2.92998 2.95238 1.19
C 1.58090 -2.33497 4.17360 -0.81
C 0.90322 -1.15422 4.16655 -1.23
C 0.57133 -0.52679 2.94676 -0.18
C 0.91533 -1.04965 1.72147 0.17
C 1.66321 -2.27866 1.72842 -0.02
H 3.07815 -4.57362 -0.38394 0.41
H 3.57744 -5.70679 1.78188 0.38
H 2.90473 -4.63152 3.89709 0.37
H 1.82023 -2.84173 5.10081 0.36
H 0.60631 -0.68715 5.09794 0.41
H 0.02189 0.40307 3.00410 0.33
C 0.38933 1.30692 -4.09904 -1.97
C -0.54948 1.13171 -2.90381 0.96
O -0.01848 0.32769 -1.94695 -0.85
C -0.86616 2.53758 -2.32907 0.52
F -1.35726 3.38405 -3.24868 -0.30
F 0.25833 3.09075 -1.85261 -0.27
F -1.74117 2.50397 -1.31634 -0.22
C -1.86088 0.47525 -3.40716 0.61
F -1.60129 -0.76958 -3.84084 -0.27
F -2.79111 0.36570 -2.45173 -0.19
F -2.41770 1.13740 -4.43186 -0.29
H 1.31563 1.75639 -3.74575 0.42
H -0.05433 1.93709 -4.86711 0.40
H 0.60955 0.32469 -4.51254 0.47
```